1.
Computed, not measured: a 10-piece molecular cluster, C36H97F3N8O11 overall, with wB97M-V/def2-TZVPD.

Results
Spin multiplicity ... 2
Relative energy (zero: lowest compared OMol25 entry of this formula, charge and spin) ... 1.510 eV
Charge ... +1
Total energy ... -2994.4013 a.u.

Cartesian coordinates (Å):
O1 19.22787 16.78383 25.90965
H1 18.46700 17.36794 25.94839
H2 18.93687 16.08214 25.32266
H3 20.01770 17.21461 25.57470
C1 17.61102 14.14876 24.47214
O2 17.68814 14.41696 25.92121
O3 18.47370 15.13489 23.91283
C2 17.91999 12.64946 24.21269
F1 16.92353 11.85138 24.61684
F2 18.06268 12.49504 22.86457
F3 19.07734 12.21654 24.77306
C3 16.53748 14.05499 26.79828
C4 16.86707 14.35216 28.21306
H4 17.95224 14.41960 28.29030
H5 16.32481 15.25505 28.49388
H6 16.42931 13.58852 28.85596
H7 16.13348 13.07093 26.56057
H8 15.71112 14.74758 26.63841
H9 16.56915 14.36192 24.23302
C5 11.24630 9.71044 32.74388
C6 12.04364 10.67455 31.90883
C7 13.02751 9.80025 31.05784
O4 13.46744 10.54583 29.91461
C8 14.24568 11.74066 30.19316
N1 11.12703 11.46300 31.18456
H10 10.48788 10.21399 33.34332
H11 11.98961 9.11364 33.27249
H12 10.67388 8.97206 32.18243
H13 12.79465 11.27717 32.41965
H14 12.56595 8.89742 30.65790
H15 13.92589 9.49807 31.59606
H16 15.07404 11.50718 30.86205
H17 13.73216 12.63005 30.55838
H18 14.70219 11.99168 29.23572
H19 10.46987 10.80514 30.79028
H20 11.52936 11.75605 30.30573
C9 20.36814 8.49837 23.67957
C10 18.96218 7.82001 23.70619
C11 17.90173 8.57986 22.87879
O5 18.54850 9.20945 21.69084
C12 17.51726 9.89810 20.97437
N2 19.13291 6.47684 23.15076
H21 21.19759 7.91802 24.08369
H22 20.22286 9.31813 24.38312
H23 20.74113 9.06857 22.82878
H24 18.75270 7.56021 24.74384
H25 17.36770 9.27621 23.52532
H26 17.26953 7.77494 22.50392
H27 17.09780 10.82359 21.36888
H28 16.62503 9.29686 20.79961
H29 17.97714 10.11653 20.01059
H30 18.41853 5.77726 23.29338
H31 19.23863 6.59197 22.15292
C13 11.87835 17.58029 29.28037
C14 12.46082 16.18484 29.58639
C15 12.88003 15.24193 28.48382
O6 11.85878 14.97542 27.55232
C16 10.60949 14.30392 27.94409
N3 13.67063 16.43266 30.37433
H32 12.39291 18.04177 28.43754
H33 11.90231 18.31298 30.08702
H34 10.82475 17.38377 29.08181
H35 11.78165 15.58433 30.19154
H36 13.29139 14.30133 28.85009
H37 13.72723 15.66256 27.94215
H38 10.42062 14.61427 28.97177
H39 10.49943 13.23086 27.78750
H40 9.85298 14.86411 27.39457
H41 13.46328 16.55435 31.35530
H42 14.06033 17.26829 29.96207
C17 21.69481 14.59244 22.02738
C18 21.14662 14.86923 20.64685
C19 21.81032 13.97451 19.53909
O7 23.20288 14.18469 19.39570
C20 23.77832 13.58780 18.15478
N4 19.70412 14.66824 20.78533
H43 21.48719 13.59158 22.40589
H44 21.25284 15.17005 22.83924
H45 22.75704 14.82137 22.11321
H46 21.32030 15.88228 20.28400
H47 21.37527 13.95944 18.53979
H48 21.64999 12.94649 19.86402
H49 23.35888 13.51285 17.15151
H50 24.13626 12.57999 18.36526
H51 24.77633 13.95363 17.91345
H52 19.36849 14.99307 21.68084
H53 19.38004 13.72538 20.94681
C21 15.96092 18.63087 26.98988
C22 16.90526 19.42697 26.04872
C23 18.10927 20.14166 26.70392
O8 18.72519 19.23964 27.48731
C24 20.01891 19.65561 27.86916
N5 17.38496 18.60402 24.93970
H54 15.05371 18.21691 26.54976
H55 15.49634 19.28270 27.72974
H56 16.43969 17.72871 27.37063
H57 16.19030 20.09450 25.56774
H58 17.85455 21.03550 27.27336
H59 18.75021 20.49524 25.89627
H60 20.61213 19.76267 26.96102
H61 20.41280 18.86127 28.50318
H62 20.08051 20.57447 28.45225
H63 16.56360 18.23815 24.47968
H64 17.84934 19.13374 24.21593
C25 20.40447 13.10718 27.69662
C26 20.36672 11.65614 28.17151
C27 20.75156 11.51731 29.67175
O9 21.98853 12.06735 30.07832
C28 23.10137 11.59018 29.31862
N6 19.03067 11.18451 27.78824
H65 19.75505 13.38119 26.86520
H66 21.40917 13.45085 27.45050
H67 20.16857 13.77241 28.52724
H68 21.06245 11.13409 27.51460
H69 20.62442 10.48029 29.98243
H70 20.04664 12.04661 30.31286
H71 23.12853 10.52105 29.10808
H72 23.98645 11.83733 29.90484
H73 23.14887 12.09028 28.35128
H74 18.40036 11.84679 28.21741
H75 19.01435 11.19749 26.77846
C29 15.11170 16.34878 21.94898
C30 15.06817 17.57131 22.76395
C31 14.03669 18.60366 22.30170
O10 14.38741 19.35495 21.20740
C32 13.32686 20.16322 20.67739
N7 14.85478 17.19652 24.11413
H76 15.06792 16.62739 20.89609
H77 14.18721 15.80098 22.13153
H78 15.95196 15.76397 22.32321
H79 16.00141 18.13246 22.81146
H80 13.81107 19.16502 23.20838
H81 13.21732 17.93209 22.04532
H82 13.73305 20.74589 19.85058
H83 12.93184 20.85393 21.42236
H84 12.55421 19.50968 20.27241
H85 13.90844 16.84888 24.05349
H86 15.40187 16.34983 24.17661
C33 16.85968 14.91751 34.41010
C34 16.76731 14.39224 32.98091
C35 16.40210 15.40776 31.90137
O11 17.36182 16.44834 31.74330
C36 17.06382 17.28537 30.61391
N8 18.03947 13.80806 32.62725
H87 17.10919 14.18701 35.17965
H88 15.97829 15.47720 34.72315
H89 17.40952 15.85822 34.43899
H90 15.98426 13.63439 32.95664
H91 15.47222 15.93141 32.12321
H92 16.24526 14.86567 30.96883
H93 16.11962 17.82813 30.65874
H94 17.11320 16.68203 29.70746
H95 17.82720 18.05079 30.47432
H96 17.98832 13.05016 31.96162
H97 18.51000 14.55953 32.14352

2.
Computed, not measured: a 10-piece molecular cluster, C36H97N7O10 overall, with wB97M-V/def2-TZVPD.

Results
Spin multiplicity ... 1
Relative energy (zero: lowest compared OMol25 entry of this formula, charge and spin) ... 6.027 eV
Charge ... 0
SMILES string ... CC1(C)CCCC(C)(C)N1O.COC[C@H](C)N.COC[C@H](C)N.COC[C@H](C)N.COC[C@H](C)N.COC[C@H](C)N.COC[C@H](C)N.CO.CO.CO
Total energy ... -2565.1483 a.u.

Cartesian coordinates (Å):
C1 -3.58830 -33.56621 6.30580
C2 -4.55935 -34.65828 5.66329
C3 -3.60462 -35.53935 4.85303
C4 -5.23608 -35.44638 6.72765
C5 -6.39979 -36.28677 6.20500
C6 -7.36523 -35.32530 5.45175
C7 -6.80886 -34.45037 4.34392
C8 -6.73370 -35.31839 3.08698
C9 -7.79246 -33.27628 4.16534
N1 -5.48122 -33.90924 4.76795
O1 -4.87967 -33.13183 3.76726
H1 -4.09185 -32.68313 6.69913
H2 -3.15349 -33.92303 7.23946
H3 -2.80928 -33.24838 5.61280
H4 -2.97604 -35.02105 4.12891
H5 -2.99333 -36.14420 5.52281
H6 -4.22435 -36.17267 4.21827
H7 -4.53923 -36.14199 7.19520
H8 -5.43004 -34.72633 7.52262
H9 -6.05393 -36.99944 5.45626
H10 -6.87070 -36.85813 7.00493
H11 -7.88751 -34.72695 6.19829
H12 -8.18207 -35.98476 5.15849
H13 -7.71132 -35.73643 2.84700
H14 -5.98503 -36.10990 3.12049
H15 -6.46916 -34.73519 2.20494
H16 -8.00075 -33.08255 3.11311
H17 -7.44607 -32.39610 4.70700
H18 -8.76391 -33.48904 4.61155
H19 -5.01953 -32.22956 4.06385
C10 -3.56768 -25.04542 -1.87372
O2 -2.34920 -25.68201 -1.60802
C11 -1.41802 -24.85381 -0.92500
C12 -0.02035 -25.46256 -0.95749
C13 0.88354 -24.69937 -0.01306
N2 0.66897 -25.38685 -2.22771
H20 -3.52872 -24.13677 -2.47450
H21 -4.04246 -24.76400 -0.93378
H22 -4.26511 -25.66911 -2.43294
H23 -1.41351 -23.89409 -1.44174
H24 -1.80515 -24.67020 0.07725
H25 -0.08533 -26.48374 -0.58189
H26 0.99748 -23.68124 -0.38527
H27 1.86527 -25.17051 -0.06134
H28 0.56065 -24.79773 1.02336
H29 0.11038 -25.80913 -2.95556
H30 1.51423 -25.93817 -2.26869
C14 -11.06328 -26.58123 -2.50860
O3 -11.24729 -27.41645 -1.33038
C15 -11.28033 -26.73061 -0.10185
C16 -9.78713 -26.40451 0.29160
C17 -8.69710 -27.47862 0.17584
N3 -9.86004 -26.00523 1.66169
H31 -11.78300 -25.81178 -2.78797
H32 -10.95665 -27.33334 -3.29029
H33 -10.09007 -26.09106 -2.48234
H34 -12.00524 -25.91827 -0.15372
H35 -11.71782 -27.47139 0.56746
H36 -9.41884 -25.60042 -0.34551
H37 -7.65957 -27.23360 0.40303
H38 -8.67484 -27.75354 -0.87868
H39 -9.03934 -28.39063 0.66495
H40 -8.89987 -26.13597 1.94645
H41 -10.32980 -26.74006 2.17105
C18 -4.12353 -21.62255 4.52950
O4 -4.77418 -21.86103 5.78216
C19 -3.89141 -21.59010 6.92685
C20 -4.70745 -21.48551 8.18888
C21 -5.53269 -20.18394 8.27780
N4 -3.86098 -21.53906 9.38610
H42 -4.78884 -21.90942 3.71515
H43 -3.13723 -22.08065 4.45571
H44 -4.00352 -20.54257 4.44383
H45 -3.18547 -22.42056 6.93668
H46 -3.32873 -20.66505 6.80125
H47 -5.40015 -22.32708 8.19392
H48 -6.31594 -20.36974 9.01272
H49 -6.10637 -20.00082 7.36925
H50 -5.00543 -19.28841 8.60660
H51 -3.24239 -22.33248 9.47505
H52 -3.25493 -20.73110 9.38382
C22 -3.53847 -27.41083 4.33331
O5 -4.71441 -27.96414 4.84080
C23 -5.16184 -27.22263 6.02228
C24 -6.45430 -27.76455 6.62173
C25 -7.12356 -26.64421 7.42027
N5 -6.13690 -28.88101 7.49674
H53 -3.55598 -26.32111 4.35111
H54 -3.27676 -27.78214 3.34248
H55 -2.65749 -27.66731 4.92169
H56 -4.36435 -27.10980 6.75670
H57 -5.22815 -26.19933 5.65277
H58 -7.08490 -28.03493 5.77476
H59 -6.52269 -26.33073 8.27396
H60 -8.09050 -27.03983 7.73111
H61 -7.32595 -25.79395 6.76896
H62 -5.94525 -29.65822 6.88085
H63 -6.89797 -29.19805 8.08013
C26 -14.32308 -26.27758 13.23114
O6 -13.52730 -27.39637 12.95631
C27 -14.07766 -28.09139 11.80053
C28 -13.37025 -29.50191 11.62329
C29 -11.89495 -29.46325 11.26544
N6 -14.02615 -30.14476 10.50477
H64 -13.89848 -25.88854 14.15660
H65 -15.29317 -26.69239 13.50496
H66 -14.38089 -25.62323 12.36133
H67 -15.11051 -28.37089 12.00835
H68 -14.12470 -27.53184 10.86630
H69 -13.46051 -30.14440 12.49916
H70 -11.36644 -29.27696 12.20035
H71 -11.60757 -28.55863 10.72956
H72 -11.40744 -30.38308 10.94243
H73 -13.74571 -31.08496 10.26507
H74 -15.00110 -30.23339 10.75323
C30 3.73951 -32.27160 5.19111
O7 3.51731 -31.57731 3.99188
C31 2.89181 -32.20069 2.98270
C32 2.90075 -31.18513 1.77583
C33 1.91096 -31.52646 0.68032
N7 4.22246 -31.03895 1.14418
H75 4.62302 -32.02867 5.78147
H76 3.72831 -33.36119 5.16295
H77 2.92885 -31.88942 5.81150
H78 3.38934 -33.10436 2.63062
H79 1.84525 -32.44769 3.16095
H80 2.58523 -30.18884 2.08556
H81 2.12635 -30.85633 -0.15190
H82 0.94213 -31.22466 1.07832
H83 1.92992 -32.60171 0.50262
H84 4.87578 -30.78316 1.87071
H85 4.56859 -31.91760 0.78606
C34 -12.06988 -29.47457 5.97527
O8 -13.32029 -28.93214 6.45416
H86 -11.23683 -28.78490 6.11124
H87 -11.69328 -30.39593 6.41950
H88 -12.13229 -29.64663 4.90074
H89 -13.43371 -29.20040 7.36893
C35 -1.13717 -29.07117 9.56602
O9 -2.17216 -28.62821 10.46057
H90 -1.25701 -28.60650 8.58734
H91 -0.22081 -28.63649 9.96532
H92 -1.11377 -30.16072 9.54515
H93 -3.06303 -28.74315 10.12182
C36 -7.69721 -22.41949 12.65386
O10 -6.64461 -21.59723 13.03087
H94 -8.64943 -21.96489 12.92722
H95 -7.61232 -22.59182 11.58093
H96 -7.54577 -23.40155 13.10187
H97 -5.94196 -21.75843 12.39691

3.
Computed, not measured: a 9-piece molecular cluster, C36H99N9O9 overall, with wB97M-V/def2-TZVPD.

Results
Spin multiplicity ... 2
Relative energy (zero: lowest compared OMol25 entry of this formula, charge and spin) ... 2.612 eV
Charge ... -1
Total energy ... -2600.5994 a.u.

Cartesian coordinates (Å):
C1 30.28772 27.91665 6.38760
C2 29.84978 26.45257 6.42028
C3 28.38295 26.18754 6.43762
O1 27.65737 26.63506 5.30504
C4 27.88780 26.12637 3.99692
N1 30.64462 25.68446 5.49635
H1 29.88738 28.47007 5.53816
H2 31.37437 27.99521 6.35406
H3 29.89184 28.40788 7.27647
H4 30.10298 26.05044 7.40124
H5 27.98552 26.67459 7.32809
H6 28.18799 25.11558 6.40615
H7 27.85836 25.03749 4.03655
H8 28.75653 26.52944 3.47640
H9 26.98502 26.49657 3.51108
H10 30.13552 25.33242 4.69822
H11 31.48332 26.15095 5.18161
C5 33.28473 32.44373 -0.77397
C6 33.25780 33.34552 0.44569
C7 33.32227 32.59586 1.83995
O2 32.88715 33.61807 2.82861
C8 32.72325 33.00960 4.10792
N2 34.38354 34.27670 0.25675
H12 34.12474 31.75520 -0.86565
H13 33.26942 32.90654 -1.76072
H14 32.42138 31.78083 -0.83140
H15 32.33708 33.91626 0.56667
H16 34.33028 32.19117 1.93080
H17 32.69438 31.70729 1.77436
H18 32.78266 33.75197 4.90382
H19 33.43554 32.21943 4.34537
H20 31.74989 32.59419 4.36887
H21 35.17487 33.65815 0.36306
H22 34.26888 34.85938 1.07373
C9 40.13844 35.65813 1.17481
C10 39.05270 34.89823 0.41237
C11 38.66455 33.52919 1.08554
O3 37.79692 32.74291 0.31990
C12 38.32621 32.05687 -0.81011
N3 37.92691 35.78654 0.36659
H23 40.05107 35.56480 2.25729
H24 40.32226 36.66763 0.80709
H25 41.08735 35.18658 0.91927
H26 39.41146 34.63956 -0.58386
H27 38.19813 33.67175 2.06034
H28 39.62125 33.01606 1.18313
H29 37.89415 31.05679 -0.84575
H30 39.41456 31.99974 -0.79219
H31 37.92670 32.58515 -1.67580
H32 37.45289 35.70966 1.25512
H33 37.23704 35.50566 -0.31553
C13 32.03650 20.84104 7.48581
C14 32.22111 22.36953 7.63778
C15 33.65434 22.78023 7.41448
O4 34.07871 23.98468 8.01611
C16 33.62003 25.27601 7.64200
N4 31.30440 22.96529 6.63035
H34 30.99668 20.55354 7.64151
H35 32.64043 20.35641 8.25294
H36 32.41490 20.52097 6.51501
H37 31.88790 22.60521 8.64849
H38 33.88334 22.70382 6.35155
H39 34.32036 22.06552 7.89793
H40 34.07584 25.73567 6.76505
H41 34.12065 25.84101 8.42829
H42 32.53524 25.38086 7.62371
H43 31.46030 23.96258 6.59544
H44 30.40399 22.82780 7.06676
C17 30.21164 25.71906 -0.68908
C18 31.05418 26.73334 0.03655
C19 30.51948 27.23398 1.35288
O5 31.06051 28.38088 1.95939
C20 30.55633 29.62706 1.40931
N5 32.32452 26.11774 0.31393
H45 29.22383 26.15412 -0.84089
H46 30.20913 24.76299 -0.16561
H47 30.68553 25.42311 -1.62499
H48 31.30146 27.60454 -0.57006
H49 30.53200 26.41181 2.06841
H50 29.43305 27.31255 1.31302
H51 29.49539 29.47144 1.21359
H52 31.12415 29.88292 0.51476
H53 30.56870 30.45503 2.11811
H54 32.88716 26.75028 0.86476
H55 32.22207 25.32247 0.92805
C21 43.49717 35.11132 3.81553
C22 43.53919 33.56012 4.08717
C23 42.59054 32.78105 3.22421
O6 41.23586 33.18533 3.50758
C24 40.41683 32.38518 4.31432
N6 44.91669 33.10852 3.93201
H56 44.14057 35.78693 4.37917
H57 42.47079 35.46704 3.90556
H58 43.73772 35.31463 2.77202
H59 43.27845 33.35360 5.12517
H60 42.77408 31.72982 3.44635
H61 42.64292 32.95721 2.14981
H62 40.95823 32.16161 5.23357
H63 39.90173 31.51872 3.89959
H64 39.60965 33.02678 4.66776
H65 45.37249 33.83855 4.46060
H66 45.07000 32.19931 4.34424
C25 33.39904 27.55331 3.62728
C26 34.05275 28.44116 4.73700
C27 35.43629 28.99912 4.38118
O7 35.34212 30.20116 3.59294
C28 36.52869 30.70258 3.02168
N7 33.16302 29.51230 4.90888
H67 33.28348 28.21600 2.76960
H68 32.36503 27.24789 3.78736
H69 34.13463 26.76595 3.46272
H70 34.03871 27.79259 5.61294
H71 36.24420 28.42052 3.93328
H72 35.82670 29.28724 5.35723
H73 37.08555 29.88306 2.56737
H74 37.16079 31.17587 3.77304
H75 36.28252 31.44391 2.26146
H76 32.72950 29.49482 3.99682
H77 33.77021 30.30051 4.73527
C29 36.78152 26.40689 -3.55921
C30 35.81479 25.74177 -2.52093
C31 36.02328 26.34767 -1.16954
O8 35.74008 27.78367 -1.04421
C32 35.91737 28.37727 0.25173
N8 34.44050 25.88112 -3.02517
H78 36.83331 27.46779 -3.31444
H79 36.34239 26.31334 -4.55244
H80 37.75286 25.91496 -3.61033
H81 36.23142 24.76342 -2.28145
H82 36.98372 26.06257 -0.74015
H83 35.33759 25.96806 -0.41202
H84 36.71122 29.12340 0.21732
H85 36.21280 27.62000 0.97793
H86 35.08798 29.02670 0.53185
H87 33.83706 25.49151 -2.31513
H88 34.20169 26.85663 -2.91823
C33 38.10747 38.75517 5.32877
C34 37.69105 37.86976 4.08671
C35 37.26518 36.50243 4.48135
O9 36.69557 35.84087 3.36199
C36 36.28599 34.54203 3.67081
N9 36.48068 38.52987 3.55013
H89 37.43266 38.70351 6.18320
H90 38.10065 39.82757 5.13381
H91 39.05844 38.44595 5.76253
H92 38.55654 37.72099 3.44104
H93 36.42037 36.66734 5.15010
H94 37.86813 35.85762 5.12069
H95 35.76349 34.64401 4.62196
H96 37.17762 33.93522 3.82854
H97 35.66940 33.93095 3.01164
H98 36.06652 38.02008 2.78287
H99 36.65972 39.42009 3.10793

- The lowest relative energy (zero: lowest compared OMol25 entry of this formula, charge and spin) belongs to which entry?
  C36H97F3N8O11